A.
Here is one molecule with the formula C6H9BO2 from the Open Molecules 2025 dataset. Energies are from the ωB97M-V functional and the def2-TZVPD basis.

Computed properties:
orbital gap	9.536	eV

The geometry in ORCA input format:
```
! wB97M-V def2-TZVPD RIJCOSX def2/J DEFGRID3
* xyz 0 1
C 0.57060 2.07634 2.75408
C 0.63549 1.05750 1.88705
C -0.02487 1.22397 0.49057
C -0.39424 2.35846 -0.02579
B -0.24953 -0.46881 -0.41990
O -0.65379 -0.49080 -1.72455
C -0.59687 -1.84552 -2.10636
C 0.20910 -2.56936 -1.05274
O 0.09515 -1.61862 0.09920
H 0.89325 2.13244 3.78809
H 0.09130 2.97639 2.42531
H 1.13543 0.09165 2.09145
H -0.08842 3.29993 0.48636
H -0.77909 2.41391 -1.05560
H -0.19404 -2.01771 -3.15300
H -1.71053 -2.32326 -2.24655
H -0.17305 -3.66272 -0.87839
H 1.23412 -2.63379 -1.35920
*
```

B.
Here is one molecule with the formula C6H9BO2 from the Open Molecules 2025 dataset. Energies are from the ωB97M-V functional and the def2-TZVPD basis.

Computed properties:
orbital gap (alpha / beta)	7.559 / 7.558	eV

The geometry in ORCA input format:
```
! wB97M-V def2-TZVPD RIJCOSX def2/J DEFGRID3
* xyz 0 1
B 2.24641 0.18211 0.08469
C 1.05614 -0.78081 0.11776
C -0.14142 -0.12040 0.67549
C 1.21937 -2.07267 -0.24851
C -0.90223 -0.84588 1.49780
C -0.31974 1.35156 0.45193
C -1.02258 1.38826 -0.94999
O 0.78556 2.05169 0.63831
O 3.48131 0.43572 -0.16239
H 0.25952 -2.76041 -0.32428
H 2.05365 -2.65764 -0.52366
H -1.74599 -0.43318 1.96881
H -0.83650 -1.77719 1.86074
H -0.89336 1.80332 1.31942
H -1.74303 0.70450 -1.06932
H -0.17481 1.13825 -1.76993
H -1.37464 2.32682 -1.07412
H 3.98591 1.23204 0.20014
*
```

Winner for stability: A

A.
Here is a 12-piece molecular cluster, H23O12 overall from the Open Molecules 2025 dataset. Energies are from the ωB97M-V functional and the def2-TZVPD basis.

Computed properties:
orbital gap	9.730	eV

The geometry in ORCA input format:
```
! wB97M-V def2-TZVPD RIJCOSX def2/J DEFGRID3
* xyz -1 1
O 0.26771 -0.37583 -0.62603
H 0.22671 0.02117 0.26197
O -0.43629 -0.55183 3.67797
H -0.82229 0.15217 4.22197
H 0.00571 -0.11883 2.94897
O 1.68771 1.85917 -0.91203
H 1.75871 1.75717 -1.88603
H 1.08271 1.12617 -0.77703
O 0.55771 -2.93483 -1.76703
H 1.44471 -3.18283 -1.73203
H 0.43271 -2.03983 -1.35003
O -2.19929 -1.56483 -0.08503
H -2.17729 -2.48683 -0.40303
H -1.36129 -1.15583 -0.34303
O -1.55229 1.25117 -1.67503
H -0.87329 0.62017 -1.42903
H -1.26529 1.62217 -2.55903
O 1.02271 1.33117 2.25897
H 1.85671 1.49717 2.70697
H 0.64571 2.20917 2.35397
O -0.95029 2.75517 0.32997
H -1.02129 3.57717 -0.12103
H -1.41429 2.17917 -0.31203
O -0.11829 -0.57783 -3.37503
H 0.13971 -0.58883 -2.43103
H -0.92329 -1.06283 -3.39903
O -2.16329 0.71717 1.60797
H -1.54729 1.42417 1.50497
H -1.88929 0.10717 0.91697
O 0.85171 -2.12383 1.16797
H 0.69571 -1.39983 0.55797
H -0.04429 -2.49983 1.36697
O 2.94471 -0.76783 -0.45403
H 2.07071 -0.43683 -0.65503
H 3.06671 -0.33783 0.40797
*
```

B.
Here is H23O12 as an isolated structure from the Open Molecules 2025 dataset. Energies are from the ωB97M-V functional and the def2-TZVPD basis.

Computed properties:
orbital gap	9.041	eV

The geometry in ORCA input format:
```
! wB97M-V def2-TZVPD RIJCOSX def2/J DEFGRID3
* xyz -1 1
O -1.16459 4.68496 0.58745
H -1.55800 4.01075 -0.05715
H -0.51849 4.16899 0.99245
O 4.74609 0.05274 2.54003
H 4.28965 0.72359 1.98817
H 3.99474 -0.64292 2.31892
O -0.77964 -2.63185 -3.79622
H -0.02662 -2.74450 -3.23870
O -0.32327 1.71224 0.98421
H 0.24096 -2.31425 0.69329
H 0.23263 1.09234 0.31802
O -0.94596 -0.05491 4.51945
H -0.86669 -0.47308 3.66160
H -1.05890 2.01874 0.48014
O 0.43356 -0.20018 -2.31112
H 1.06995 0.17991 -2.92597
H -0.80505 -1.73313 -3.97239
O -0.67540 -2.64867 1.00073
H -1.03446 -2.34008 0.20999
H 0.51043 0.06662 -1.27145
O 0.88540 -0.27238 -0.10965
H 0.36083 -0.98054 -0.27066
H 1.52113 -1.58294 0.96648
O 2.79448 -1.82860 -0.86410
H 2.39576 -1.06416 -0.78517
H 3.18095 -2.26025 -0.06807
O -1.94123 2.07729 -1.82222
H -1.44431 1.30563 -2.07425
H -2.82946 1.98366 -2.08314
O -4.62739 0.89785 -1.21357
H -3.88271 1.36363 -1.33313
H -4.81814 0.39792 -1.97778
O 1.88082 -1.90822 1.76006
H -0.35811 0.65750 4.88736
H 1.12105 -1.71369 2.26641
*
```

Winner for stability: A

A.
Here is one molecule with the formula C5H8ClPS from the Open Molecules 2025 dataset. Energies are from the ωB97M-V functional and the def2-TZVPD basis.

Computed properties:
orbital gap	9.360	eV

The geometry in ORCA input format:
```
! wB97M-V def2-TZVPD RIJCOSX def2/J DEFGRID3
* xyz 0 1
C -0.29386 -1.80518 -1.29895
C -0.55412 -0.57857 -0.88724
C -1.97892 -0.38170 -0.28850
C 0.17294 0.72643 -1.00047
C 1.19820 1.05451 -0.24235
P 1.91761 0.00296 1.13653
S 0.46677 0.69425 2.40980
Cl 3.56051 1.34261 1.49152
H -1.02119 -2.55656 -1.08475
H 0.68096 -2.09280 -1.67557
H -2.59960 -1.28187 -0.35015
H -2.38390 0.51302 -0.63976
H -1.86016 -0.07564 0.79776
H -0.18016 1.48464 -1.72159
H 1.71690 2.05287 -0.16586
H 1.15803 0.90103 3.51958
*
```

B.
Here is one molecule with the formula C5H8ClPS from the Open Molecules 2025 dataset. Energies are from the ωB97M-V functional and the def2-TZVPD basis.

Computed properties:
orbital gap (alpha / beta)	7.701 / 7.702	eV

The geometry in ORCA input format:
```
! wB97M-V def2-TZVPD RIJCOSX def2/J DEFGRID3
* xyz 0 1
C 0.71326 0.14459 -0.76307
C -0.18789 0.07766 0.23798
C 1.36535 -1.01657 -1.48244
C -0.47881 -1.22599 0.67242
C -0.93295 1.31154 0.76407
P -0.23917 -2.09751 -1.68060
S -1.44874 -1.74755 -3.19649
Cl 0.42364 -3.91829 -1.67379
H 0.92212 1.19442 -1.11007
H 1.90362 -0.90569 -2.41757
H 1.84226 -1.56170 -0.75983
H 0.44488 -1.72522 1.09437
H -1.48017 -1.53405 1.04320
H -1.42074 1.12964 1.70491
H -1.53346 1.83267 0.06484
H -0.13074 2.03184 0.98499
*
```

Winner for stability: A

A.
Here is one molecule with the formula C24H23ClN4O4 from the Open Molecules 2025 dataset. Energies are from the ωB97M-V functional and the def2-TZVPD basis.

Computed properties:
orbital gap	7.766	eV

The geometry in ORCA input format:
```
! wB97M-V def2-TZVPD RIJCOSX def2/J DEFGRID3
* xyz 0 1
N -2.46583 -4.53387 -1.27907
C -1.43739 -3.83120 -1.78331
O -0.53790 -4.31636 -2.43607
C -1.50937 -2.34721 -1.43585
C -1.31872 -2.13195 0.08626
N -2.35070 -1.26389 0.61379
C -3.59727 -1.71592 0.83934
O -3.92662 -2.87326 0.65231
C -4.55472 -0.66388 1.39172
C -4.41342 0.64991 0.68114
C -5.06814 0.86463 -0.52680
C -4.91121 2.05069 -1.21934
C -4.08481 3.03660 -0.70231
Cl -3.88326 4.52182 -1.56383
C -3.42235 2.84422 0.49932
C -3.58983 1.65314 1.18323
C 0.06350 -1.62953 0.41826
C 1.17898 -2.21194 -0.20746
C 2.45073 -1.79819 0.07878
C 2.72207 -0.77170 1.01401
N 3.96968 -0.38662 1.32394
C 5.19586 -0.73977 0.65152
C 5.57539 0.28208 -0.39787
C 6.81065 0.91281 -0.35469
C 7.15272 1.85221 -1.31196
C 6.25835 2.17577 -2.31729
C 5.02175 1.55451 -2.36328
C 4.68189 0.61207 -1.40961
C 1.58695 -0.19042 1.64170
N 1.67274 0.86864 2.57030
O 0.63640 1.36933 2.97614
O 2.77916 1.26621 2.93490
C 0.29348 -0.64115 1.34042
H -2.49241 -5.53044 -1.41584
H -3.14515 -4.10344 -0.66112
H -0.75588 -1.80439 -2.00576
H -2.49493 -1.97908 -1.72448
H -1.46008 -3.09913 0.59036
H -2.18017 -0.26960 0.62420
H -4.33139 -0.55006 2.45499
H -5.56666 -1.05829 1.29342
H -5.71136 0.09509 -0.92740
H -5.42603 2.21296 -2.15300
H -2.78328 3.61625 0.89733
H -3.07888 1.51441 2.12571
H 1.03261 -3.00479 -0.92515
H 3.27270 -2.27705 -0.42730
H 4.02876 0.39050 1.97913
H 5.10402 -1.72739 0.19353
H 5.98296 -0.79369 1.40895
H 7.51084 0.66609 0.43055
H 8.11782 2.33465 -1.26931
H 6.52323 2.91072 -3.06248
H 4.31924 1.80331 -3.14471
H 3.71455 0.13242 -1.45086
H -0.51170 -0.17559 1.88715
*
```

B.
Here is one molecule with the formula C24H23ClN4O4 from the Open Molecules 2025 dataset. Energies are from the ωB97M-V functional and the def2-TZVPD basis.

Computed properties:
orbital gap	7.840	eV

The geometry in ORCA input format:
```
! wB97M-V def2-TZVPD RIJCOSX def2/J DEFGRID3
* xyz 0 1
N -1.16477 -4.66220 0.95694
C -0.26668 -4.27729 0.03404
O 0.87531 -4.68221 -0.01311
C -0.83326 -3.26233 -0.95411
C -1.16726 -1.92797 -0.24233
N -2.51011 -1.49994 -0.57153
C -3.58788 -1.99803 0.06057
O -3.51380 -2.88500 0.89114
C -4.89234 -1.31603 -0.33340
C -4.77841 0.14078 0.02507
C -4.40847 1.08983 -0.92107
C -4.21832 2.41391 -0.56755
C -4.40390 2.79360 0.75165
Cl -4.16288 4.44045 1.20834
C -4.78269 1.86548 1.70967
C -4.96228 0.54528 1.34219
C -0.14732 -0.85440 -0.53047
C 1.21908 -1.18353 -0.51884
C 2.18065 -0.24133 -0.76195
C 1.85647 1.10504 -1.04359
N 2.80457 2.01311 -1.32236
C 4.21939 1.74199 -1.36584
C 4.80923 1.39763 -0.01504
C 5.86128 0.49642 0.07879
C 6.41468 0.19055 1.30938
C 5.91663 0.77860 2.45939
C 4.86718 1.67713 2.37252
C 4.31780 1.98806 1.14147
C 0.47591 1.43372 -1.03427
N -0.00483 2.73268 -1.30295
O -1.20886 2.89793 -1.40684
O 0.79876 3.65554 -1.43512
C -0.49043 0.45419 -0.76325
H -0.87881 -5.29904 1.68169
H -2.07939 -4.22789 1.01759
H -0.12100 -3.10887 -1.76416
H -1.75147 -3.67757 -1.37184
H -1.17159 -2.11029 0.84248
H -2.63042 -0.83033 -1.31384
H -5.70402 -1.79346 0.21518
H -5.05955 -1.44269 -1.40419
H -4.27557 0.80236 -1.95522
H -3.90556 3.13736 -1.30230
H -4.92852 2.17484 2.73255
H -5.24413 -0.18367 2.08723
H 1.51934 -2.19732 -0.30205
H 3.21776 -0.52804 -0.72228
H 2.48066 2.96704 -1.44900
H 4.70689 2.64374 -1.74794
H 4.42402 0.92920 -2.07322
H 6.25020 0.03230 -0.81681
H 7.23267 -0.51162 1.37002
H 6.34500 0.53669 3.42035
H 4.47525 2.13989 3.26593
H 3.50074 2.69178 1.07921
H -1.51497 0.79396 -0.72693
*
```

Winner for stability: B

A.
Here is C5H11NO4 as an isolated structure from the Open Molecules 2025 dataset. Energies are from the ωB97M-V functional and the def2-TZVPD basis.

Computed properties:
orbital gap (alpha / beta)	8.257 / 8.259	eV

The geometry in ORCA input format:
```
! wB97M-V def2-TZVPD RIJCOSX def2/J DEFGRID3
* xyz 0 1
C -1.54440 -0.18904 0.67365
C -1.08589 -1.62537 0.89013
C -0.64903 0.54875 -0.36112
O -0.82478 1.91638 -0.23747
O -2.88963 -0.13346 0.23220
O -0.61790 0.06976 -1.53805
H -0.57823 2.29925 -1.09131
H -2.90672 -0.46006 -0.67746
H -1.51620 0.37850 1.60582
H -0.09525 -1.65821 1.33990
H -1.04849 -2.15118 -0.06515
H -1.79507 -2.12918 1.55066
C 1.53374 1.13056 1.15578
C 2.00883 -0.61540 -1.95422
O 0.97770 0.29356 0.15269
N 1.70713 0.50616 -1.50709
H 1.18515 2.15701 1.03918
H 1.23948 0.74039 2.13482
H 2.62161 1.07997 1.07652
H 1.59235 -1.55858 -1.60980
H 2.68559 -0.59982 -2.80967
*
```

B.
Here is a 2-piece molecular cluster, C5H11NO4 overall from the Open Molecules 2025 dataset. Energies are from the ωB97M-V functional and the def2-TZVPD basis.

Computed properties:
orbital gap	10.072	eV

The geometry in ORCA input format:
```
! wB97M-V def2-TZVPD RIJCOSX def2/J DEFGRID3
* xyz 0 1
C 0.68509 -1.89207 0.87599
C 1.19431 -1.28550 -0.37362
N 1.91983 -0.21036 -0.20678
O 2.40691 0.29026 0.78100
O 2.25953 0.33571 -1.42705
H 0.32770 -1.08908 1.66279
H 1.45344 -2.54000 1.32255
H -0.09083 -2.55721 0.61209
H 0.60725 -1.34749 -1.28906
H 1.93468 1.31232 -1.37562
C -2.10852 0.61097 -1.23971
C -1.57166 0.52761 0.23721
C -0.23806 1.14292 0.39660
O 0.32703 1.90475 -0.34594
O 0.10419 1.01569 1.68478
H -1.93555 -0.29614 -1.70519
H -3.23197 0.90229 -1.21928
H -1.45007 1.38515 -1.71884
H -2.23304 1.20701 0.82958
H -1.44501 -0.53012 0.62345
H 1.08475 1.11328 1.87504
*
```

Winner for stability: B

A.
Here is a 3-piece molecular cluster, C3H15N2O2 overall from the Open Molecules 2025 dataset. Energies are from the ωB97M-V functional and the def2-TZVPD basis.

Computed properties:
orbital gap	10.597	eV

The geometry in ORCA input format:
```
! wB97M-V def2-TZVPD RIJCOSX def2/J DEFGRID3
* xyz 1 1
N 0.26936 -1.05894 -0.64439
C -0.80709 -0.52502 0.24411
C -2.06792 -0.70250 -0.46648
C -0.55143 0.97362 0.59058
N -0.06830 1.75681 -0.61794
H 0.83077 -0.34325 -1.17958
H -0.40132 -1.54192 -1.27899
H 0.96758 -1.65694 -0.15997
H -0.70827 -1.16365 1.15545
H -2.14591 0.16333 -1.28514
H -2.92409 -0.49795 0.39454
H -2.31858 -1.64817 -0.60774
H -1.66694 1.36430 0.89611
H 0.31252 1.00751 1.46707
H -0.72230 1.88060 -1.40891
H 0.38478 2.74028 -0.44445
H 0.85927 0.04868 2.37397
H 1.32986 -1.25579 2.62347
O 1.62455 -0.46501 2.21492
H 2.83518 0.23713 -0.56902
H 2.40590 0.76089 -1.88167
O 2.56241 -0.07398 -1.41594
*
```

B.
Here is a 3-piece molecular cluster, C3H15N2O2 overall from the Open Molecules 2025 dataset. Energies are from the ωB97M-V functional and the def2-TZVPD basis.

Computed properties:
orbital gap	11.329	eV

The geometry in ORCA input format:
```
! wB97M-V def2-TZVPD RIJCOSX def2/J DEFGRID3
* xyz 1 1
C -0.00042 -0.45578 -1.94475
C -0.35569 -1.17413 -0.61468
C 0.85380 -1.60828 0.18416
N 1.50914 -0.31318 0.64936
N 1.44709 -0.10584 -2.05495
H -0.49017 0.51429 -1.88246
H -0.29718 -1.05692 -2.79365
H -0.99950 -2.03253 -0.82653
H -1.02927 -0.49667 -0.10643
H 0.56633 -2.17841 1.05431
H 1.59832 -2.10863 -0.41818
H 1.99183 0.01424 -0.21859
H 2.05860 -0.42376 1.50355
H 1.89619 -0.72844 -2.71550
H 1.52610 0.81687 -2.46170
H 0.80324 0.36250 0.96135
H -2.88272 1.00004 -0.65228
H -2.86147 2.37420 0.05726
O -2.31125 1.61582 -0.17890
H -1.63846 1.42505 3.17001
H -0.49229 1.02321 4.17532
O -0.68694 1.30272 3.27148
*
```

Winner for stability: B